{
  "formula": "C4H6O2",
  "method": "ωB97M-V/def2-TZVPD",
  "species": ["C", "C", "C", "O", "C", "O", "H", "H", "H", "H", "H", "H"],
  "xyz": [[-0.658, -1.259, -0.068], [0.258, -0.070, 0.140], [-0.482, 1.224, -0.050], [1.288, 0.051, 1.190], [1.686, 0.022, -0.037], [2.582, 0.066, -0.763], [-1.685, -1.105, 0.455], [-0.164, -2.166, 0.247], [-0.830, -1.425, -1.059], [-1.096, 1.300, 0.881], [-1.120, 1.156, -0.822], [0.223, 2.205, -0.114]],
  "atomic_forces_ev_per_a": [[-0.218, 0.465, 3.850], [-1.206, 0.929, -2.058], [2.975, 2.308, 4.062], [0.586, -0.269, 2.885], [-3.121, -0.974, -0.849], [3.313, 0.278, -1.271], [1.849, -0.360, -0.694], [-0.092, -0.363, 0.571], [-0.512, 0.050, -2.926], [0.252, 0.410, -0.621], [-2.131, -0.018, -2.979], [-1.693, -2.457, 0.031]],
  "smiles": "CC1(C)OC1=O",
  "orbital_gap_ha": 0.3898
}